Entry 1:
{
  "formula": "C22H23F32O5S2",
  "method": "ωB97M-V with the def2-TZVPD basis set",
  "elements": ["C", "O", "C", "S", "S", "H", "H", "H", "H", "H", "H", "H", "C", "C", "C", "F", "F", "F", "F", "O", "C", "C", "F", "F", "F", "F", "H", "H", "H", "H", "C", "C", "C", "F", "F", "F", "F", "O", "C", "C", "F", "F", "F", "F", "H", "H", "H", "H", "C", "C", "C", "F", "F", "F", "F", "O", "C", "C", "F", "F", "F", "F", "H", "H", "H", "H", "C", "C", "C", "F", "F", "F", "F", "O", "C", "C", "F", "F", "F", "F", "H", "H", "H", "H"],
  "coordinates": [[-1.3594, 1.5552, 5.2635], [-0.7631, 0.4115, 4.6171], [-1.5975, -0.5124, 4.0917], [-1.7520, -1.9341, 5.3381], [0.2308, -2.5089, 5.3276], [-0.6699, 2.3802, 5.1091], [-1.4813, 1.3623, 6.3302], [-2.3225, 1.7817, 4.8025], [-1.2054, -0.9535, 3.1746], [-2.6436, -0.2101, 3.9636], [-2.3186, -2.8012, 4.4803], [-0.0595, -3.7086, 5.8474], [-4.3395, -2.7766, 0.3824], [-4.8137, -1.3262, 0.2165], [-3.8723, -0.2125, 0.7061], [-3.6726, -0.3333, 2.0570], [-4.4475, 0.9737, 0.4784], [-6.0310, -1.1686, 0.7647], [-4.9088, -1.1243, -1.1269], [-4.8785, -3.4691, 1.5061], [-4.3324, -3.4251, 2.7229], [-5.3114, -2.9104, 3.8016], [-5.7483, -1.6866, 3.4852], [-4.5951, -2.7882, 4.9705], [-3.1803, -2.6783, 2.7567], [-3.9638, -4.6718, 3.1142], [-4.7365, -3.3100, -0.4781], [-3.2513, -2.8353, 0.3504], [-2.9075, -0.2581, 0.1974], [-6.1460, -3.5955, 3.9420], [1.1047, -1.4163, 1.7851], [2.5890, -1.7365, 1.6111], [3.4267, -0.7028, 0.8510], [2.9630, -0.5952, -0.4113], [4.7014, -1.1393, 0.8089], [2.7460, -2.9552, 1.0708], [3.1039, -1.7610, 2.8822], [0.2147, -2.0556, 0.8876], [-0.2510, -1.4669, -0.2469], [0.1076, -2.2779, -1.5041], [1.4394, -2.3563, -1.6264], [-0.3954, -1.6280, -2.5799], [0.1347, -0.1925, -0.3648], [-1.6169, -1.4774, -0.1540], [0.8151, -1.8427, 2.7419], [0.9466, -0.3372, 1.8285], [3.3951, 0.2730, 1.3413], [-0.3224, -3.2796, -1.4472], [-2.5524, 1.8092, -4.5889], [-2.9039, 1.6978, -3.1023], [-3.3857, 0.3364, -2.5902], [-4.5512, -0.0179, -3.1596], [-3.5900, 0.4309, -1.2464], [-3.7776, 2.6513, -2.7386], [-1.7317, 1.9127, -2.4220], [-3.5539, 2.3623, -5.4107], [-4.4786, 1.5906, -6.0468], [-5.9114, 2.0028, -5.6656], [-6.0885, 1.8600, -4.3362], [-6.7772, 1.1899, -6.3043], [-4.2827, 0.2761, -5.8340], [-4.3612, 1.8056, -7.3778], [-1.7318, 2.5242, -4.6224], [-2.1860, 0.8541, -4.9670], [-2.6361, -0.4360, -2.7754], [-6.0912, 3.0393, -5.9552], [8.8266, 2.4380, 0.1919], [9.5701, 2.6309, -1.1343], [9.2152, 3.8703, -1.9669], [7.9213, 3.8146, -2.3510], [9.9888, 3.8879, -3.0692], [9.4750, 1.5267, -1.8948], [10.8843, 2.8064, -0.7945], [7.7394, 1.5325, 0.1537], [6.4696, 1.9219, -0.1004], [5.8792, 1.1900, -1.3186], [6.5928, 1.4746, -2.4197], [4.6100, 1.6306, -1.4980], [6.3405, 3.2523, -0.2244], [5.6939, 1.5508, 0.9655], [9.5542, 1.9677, 0.8505], [8.5470, 3.4000, 0.6214], [9.3866, 4.7838, -1.3921], [5.8726, 0.1135, -1.1426]],
  "forces_ev_per_a": [[-0.1, -0.1, 0.0], [0.2, 0.1, -0.4], [-0.4, 0.2, 0.2], [-0.2, 0.0, 0.4], [0.2, 0.0, -0.1], [0.0, 0.0, 0.1], [0.0, 0.0, 0.0], [0.1, 0.0, 0.0], [0.0, -0.1, 0.2], [0.2, 0.1, 0.0], [0.2, -0.1, 0.0], [0.0, -0.1, 0.1], [0.2, -0.2, -0.2], [0.0, 0.1, -0.1], [0.2, -0.3, 0.7], [-0.2, 0.1, 0.3], [-0.9, 0.5, 2.2], [-0.1, 0.0, 0.0], [-1.7, -2.1, 0.8], [-0.3, 0.2, 0.0], [-0.1, -0.2, 0.2], [0.3, 0.2, -0.1], [0.0, 0.0, 0.0], [-0.2, -0.2, -0.1], [0.0, -0.2, -0.1], [0.1, 0.1, -0.1], [0.0, 0.0, 0.0], [-0.2, 0.0, 0.1], [-0.7, 0.0, 1.3], [0.0, 0.0, 0.1], [-0.4, 0.2, 0.3], [0.1, 0.0, 0.1], [0.0, -0.1, 0.1], [0.0, 0.0, 0.0], [0.0, 0.0, -0.1], [0.0, 0.0, 0.0], [-0.1, 0.0, -0.1], [0.2, -0.3, -0.3], [0.5, -0.1, 0.1], [0.0, 0.0, 0.0], [-0.1, 0.0, 0.0], [0.0, 0.0, 0.0], [-0.1, 0.0, 0.0], [0.5, -0.2, -0.3], [0.3, 0.0, 0.1], [0.0, 0.0, -0.1], [0.0, 0.0, 0.0], [0.0, 0.0, 0.0], [0.3, 0.0, -0.2], [-0.1, 0.0, 0.1], [0.0, 0.0, -0.3], [0.2, 0.3, -0.3], [2.3, 2.2, -4.5], [0.0, 0.0, 0.0], [0.0, 0.0, 0.0], [-0.2, 0.2, 0.3], [-0.1, 0.0, -0.3], [0.1, 0.0, 0.0], [0.0, 0.0, 0.0], [0.0, 0.0, 0.0], [0.0, 0.0, 0.0], [0.1, -0.1, 0.0], [0.0, 0.0, -0.1], [0.0, 0.0, 0.0], [0.0, 0.0, 0.0], [0.0, 0.0, 0.0], [0.1, 0.1, 0.3], [0.1, 0.1, -0.1], [0.0, -0.1, 0.1], [0.0, 0.1, 0.0], [0.0, 0.0, 0.0], [0.0, 0.0, 0.0], [0.0, 0.0, 0.0], [0.1, -0.2, -0.3], [-0.2, 0.0, 0.1], [0.1, 0.1, 0.1], [0.0, 0.0, 0.0], [0.0, 0.0, 0.0], [0.0, 0.0, 0.0], [0.0, 0.1, 0.0], [0.0, 0.0, 0.0], [0.0, 0.0, -0.1], [0.0, 0.0, 0.0], [0.0, 0.0, 0.0]],
  "charge": 1,
  "spin_multiplicity": 1,
  "relative_energy_ev": 1.876,
  "energy_ev": -142044.796
}

---

Entry 2:
{
  "formula": "C22H23F3N",
  "method": "ωB97M-V with the def2-TZVPD basis set",
  "elements": ["C", "C", "C", "C", "C", "N", "C", "C", "C", "H", "H", "H", "H", "H", "H", "H", "H", "H", "H", "H", "H", "H", "F", "C", "F", "F", "C", "C", "C", "C", "C", "C", "C", "C", "C", "C", "C", "C", "C", "H", "H", "H", "H", "H", "H", "H", "H", "H", "H"],
  "coordinates": [[-3.0590, 1.0316, -4.6666], [-1.8377, 1.2664, -3.7594], [-1.8895, 0.5273, -2.4732], [-2.5143, 0.9611, -1.3049], [-3.1937, 2.2354, -1.0253], [-2.4275, -0.0453, -0.3781], [-1.7575, -1.1289, -0.9174], [-1.4345, -0.8080, -2.2355], [-0.7716, -1.6578, -3.2504], [-2.9521, 1.5992, -5.5974], [-3.1604, -0.0307, -4.9193], [-3.9842, 1.3566, -4.1741], [-0.9259, 0.9715, -4.2952], [-1.7597, 2.3417, -3.5461], [-3.1598, 2.8545, -1.9269], [-4.2476, 2.0955, -0.7429], [-2.6965, 2.7870, -0.2146], [-2.8040, 0.0167, 0.5634], [-1.5852, -2.0466, -0.3645], [-0.5264, -2.6398, -2.8209], [-1.4059, -1.8334, -4.1363], [0.1652, -1.2036, -3.6121], [4.4042, 4.0803, 0.6637], [4.6911, 2.8958, 0.0459], [4.6526, 3.1287, -1.2986], [5.9937, 2.5918, 0.3583], [3.7610, 1.7978, 0.4646], [3.4164, 0.8000, -0.4475], [2.5697, -0.2124, -0.0440], [2.0461, -0.2862, 1.2888], [1.1921, -1.3843, 1.5716], [0.5162, -1.7531, 2.7638], [-0.2360, -2.9700, 2.7155], [-0.9202, -3.4530, 3.8184], [-0.8837, -2.7474, 5.0339], [-0.1665, -1.5453, 5.1127], [0.5070, -1.0441, 4.0033], [2.4588, 0.7428, 2.1874], [3.2898, 1.7703, 1.7732], [3.8059, 0.8246, -1.4623], [2.2946, -0.9947, -0.7564], [1.0804, -2.0840, 0.7395], [-0.2494, -3.5137, 1.7690], [-1.4855, -4.3841, 3.7395], [-1.4118, -3.1309, 5.9065], [-0.1349, -0.9892, 6.0531], [1.0195, -0.0963, 4.1033], [2.1424, 0.7519, 3.2229], [3.5743, 2.5543, 2.4715]],
  "forces_ev_per_a": [[0.1, 0.0, 0.0], [0.0, 0.3, -0.3], [-0.7, -0.3, 1.2], [0.6, -0.8, -0.7], [-0.3, 0.6, 0.2], [0.1, -0.1, 0.2], [0.2, 0.3, -0.8], [-0.4, 0.4, 1.0], [0.4, -0.6, -0.3], [-0.1, -0.1, 0.1], [0.0, 0.2, 0.1], [0.2, -0.1, -0.1], [-0.1, 0.2, 0.0], [0.1, -0.2, -0.2], [-0.1, 0.0, 0.2], [0.2, 0.0, -0.1], [-0.1, 0.0, -0.2], [0.2, -0.1, -0.5], [-0.2, 0.2, -0.1], [0.0, 0.2, -0.2], [0.2, 0.1, 0.4], [-0.3, -0.1, 0.1], [0.1, -1.2, -0.5], [1.4, 1.6, -0.6], [-0.1, -0.4, 1.3], [-1.4, 0.1, -0.2], [-0.2, -0.4, -0.2], [0.0, 0.1, 0.1], [-0.4, -0.5, 0.3], [0.7, 0.7, -0.6], [0.1, 0.1, 0.5], [-0.5, -0.3, 0.3], [0.2, 0.2, -0.1], [0.0, 0.0, 0.1], [0.2, 0.0, -0.6], [0.2, 0.2, -0.2], [-0.2, -0.2, 0.2], [-0.1, 0.0, -0.1], [-0.3, -0.2, 0.3], [-0.1, 0.0, 0.2], [0.0, 0.3, 0.2], [-0.1, 0.2, 0.2], [-0.1, 0.0, 0.3], [0.2, 0.3, 0.0], [0.1, 0.1, -0.2], [0.0, -0.2, -0.4], [-0.2, -0.3, 0.1], [0.2, 0.1, -0.4], [0.0, -0.2, -0.2]],
  "charge": 1,
  "spin_multiplicity": 1,
  "relative_energy_ev": 0.000,
  "energy_ev": -32822.876
}

---

Entry 3:
{
  "formula": "C22H23FeN4O4",
  "method": "ωB97M-V with the def2-TZVPD basis set",
  "elements": ["Fe", "C", "C", "O", "C", "C", "C", "N", "N", "C", "O", "C", "C", "C", "C", "C", "C", "H", "H", "H", "H", "H", "H", "H", "H", "H", "H", "H", "H", "C", "N", "C", "C", "N", "H", "H", "H", "H", "H", "H", "O", "C", "O", "C", "C", "C", "C", "C", "C", "H", "H", "H", "H", "H"],
  "coordinates": [[-0.6193, 0.3963, -1.0284], [-4.6042, 1.0755, 0.1131], [-3.1153, 1.1639, 0.3690], [-2.3876, 1.3962, -0.6640], [-2.6461, 0.9803, 1.6484], [-1.2592, 0.8790, 1.9979], [-0.9070, 0.5797, 3.4310], [-0.3367, 1.0004, 1.0965], [0.9826, 0.8879, 1.5436], [1.7484, 0.7137, 0.5125], [1.3649, 0.6314, -0.7178], [3.2249, 0.6073, 0.7610], [3.7696, 0.7455, 2.0364], [5.1349, 0.6142, 2.2354], [5.9787, 0.3432, 1.1621], [5.4423, 0.2113, -0.1109], [4.0718, 0.3424, -0.3086], [-4.8572, 0.0363, -0.1141], [-4.8672, 1.6821, -0.7534], [-5.1892, 1.3881, 0.9796], [-3.3718, 0.8188, 2.4351], [-1.7997, 0.5861, 4.0563], [-0.1813, 1.2999, 3.8082], [-0.4302, -0.4006, 3.4868], [3.0995, 0.9559, 2.8596], [5.5457, 0.7190, 3.2328], [7.0449, 0.2318, 1.3192], [6.0916, 0.0010, -0.9528], [3.6330, 0.2368, -1.2917], [-1.5049, 4.4955, -1.2089], [-0.2654, 3.8272, -1.6320], [0.7903, 3.7868, -0.6009], [-0.4287, 2.7058, -2.3355], [-0.5337, 1.7720, -3.0178], [-2.0107, 3.9263, -0.4286], [-2.1674, 4.5996, -2.0653], [-1.2338, 5.4850, -0.8436], [0.4564, 3.2395, 0.2820], [1.0292, 4.8168, -0.3395], [1.6706, 3.2944, -1.0051], [-0.7003, -1.4152, -2.2547], [-1.0239, -2.0817, -1.2335], [-1.2568, -1.5417, -0.1297], [-1.1208, -3.5815, -1.3564], [-0.8718, -4.1999, -2.5750], [-0.9543, -5.5815, -2.6872], [-1.2868, -6.3495, -1.5782], [-1.5372, -5.7325, -0.3581], [-1.4539, -4.3507, -0.2482], [-0.6136, -3.5760, -3.4206], [-0.7575, -6.0609, -3.6386], [-1.3485, -7.4282, -1.6632], [-1.7961, -6.3309, 0.5072], [-1.6412, -3.8422, 0.6886]],
  "forces_ev_per_a": [[-0.1, -0.1, 0.4], [0.0, 0.0, 0.0], [0.1, 0.2, -0.2], [-0.3, -0.1, -0.2], [0.1, -0.1, 0.1], [-0.1, 0.1, 0.0], [0.0, 0.0, 0.0], [0.1, 0.0, 0.0], [-0.3, 0.1, 0.1], [0.5, 0.0, -0.3], [0.2, 0.0, -0.1], [-0.1, 0.0, 0.0], [0.0, 0.0, 0.0], [0.0, 0.0, 0.0], [-0.1, 0.0, 0.0], [-0.1, 0.0, 0.0], [0.1, 0.0, -0.1], [0.0, 0.0, 0.0], [0.0, 0.0, 0.0], [0.0, 0.0, 0.0], [0.0, 0.0, 0.0], [0.0, 0.0, 0.0], [0.0, 0.0, 0.0], [0.0, 0.0, 0.0], [0.0, 0.0, 0.0], [0.0, 0.0, 0.0], [0.0, 0.0, 0.0], [0.0, 0.0, 0.0], [0.0, 0.0, 0.0], [0.2, -0.1, -0.1], [-0.1, -0.1, 0.2], [-0.1, 0.0, -0.1], [0.1, 0.2, -0.2], [0.1, 0.2, 0.2], [0.0, 0.0, 0.1], [0.0, 0.0, 0.0], [0.0, 0.0, 0.0], [0.0, 0.0, 0.0], [0.0, 0.0, 0.0], [0.0, 0.0, 0.0], [0.0, 0.2, 0.0], [0.0, -0.2, -0.1], [-0.1, -0.2, 0.1], [0.0, 0.0, 0.0], [0.0, -0.1, 0.0], [0.0, 0.0, 0.0], [0.0, 0.0, 0.0], [0.0, 0.0, 0.0], [0.0, -0.1, 0.0], [0.0, 0.0, 0.0], [0.0, 0.0, 0.0], [0.0, 0.0, 0.0], [0.0, 0.0, 0.0], [0.0, 0.0, 0.0]],
  "charge": -1,
  "spin_multiplicity": 5,
  "relative_energy_ev": 0.091,
  "energy_ev": -71728.389,
  "s_squared": 6.009
}

---

Entry 4:
{
  "formula": "C22H23N3O3PRhS",
  "method": "ωB97M-V with the def2-TZVPD basis set",
  "elements": ["Rh", "O", "C", "O", "C", "P", "C", "C", "C", "C", "C", "C", "C", "C", "C", "C", "C", "C", "H", "H", "H", "H", "H", "H", "H", "H", "H", "H", "H", "H", "N", "C", "S", "C", "C", "C", "N", "C", "C", "H", "H", "H", "H", "H", "H", "C", "C", "N", "O", "H", "H", "H", "H", "H"],
  "coordinates": [[-0.9161, 0.6488, -1.4434], [-4.8019, 0.1142, -0.9639], [-3.7360, 0.6445, -0.8382], [-2.8698, 0.8031, -1.8389], [-3.2283, 1.2145, 0.4832], [-1.5299, 0.6053, 0.6868], [-0.5574, 1.7877, 1.5877], [-0.4040, 3.0628, 1.0306], [0.3457, 4.0147, 1.6948], [0.9284, 3.7016, 2.9199], [0.7627, 2.4425, 3.4829], [0.0212, 1.4766, 2.8195], [-1.5196, -1.0293, 1.3758], [-2.7259, -1.6940, 1.6066], [-2.7038, -2.9854, 2.1133], [-1.4918, -3.6092, 2.3758], [-0.2898, -2.9523, 2.1267], [-0.2984, -1.6660, 1.6217], [-3.8658, 0.9818, 1.3335], [-3.1610, 2.3018, 0.3909], [-0.8740, 3.3219, 0.0847], [0.4662, 5.0024, 1.2714], [1.5036, 4.4525, 3.4449], [1.2027, 2.2156, 4.4443], [-0.1173, 0.4991, 3.2629], [-3.6802, -1.2246, 1.4058], [-3.6359, -3.4967, 2.3119], [-1.4806, -4.6132, 2.7789], [0.6507, -3.4454, 2.3319], [0.6398, -1.1620, 1.4211], [6.2330, 0.3098, -1.4760], [5.4053, 1.0778, -2.1988], [5.8849, 2.2083, -3.2805], [3.9495, 0.9191, -1.9066], [3.0140, 1.0287, -2.9336], [1.6786, 0.9430, -2.6296], [1.2102, 0.7807, -1.3730], [2.1091, 0.6723, -0.3864], [3.4691, 0.7270, -0.6130], [7.2255, 0.3982, -1.6307], [5.9108, -0.4748, -0.9351], [3.3413, 1.1972, -3.9497], [0.9389, 1.0314, -3.4210], [1.7281, 0.5731, 0.6194], [4.1399, 0.6695, 0.2334], [-1.5611, -3.5446, -1.9524], [-1.8891, -2.0923, -2.0600], [-3.0052, -1.7075, -2.6143], [-1.0161, -1.3003, -1.5519], [-2.0139, -4.1150, -2.7606], [-1.9576, -3.9063, -1.0007], [-0.4837, -3.6809, -1.9526], [-3.6475, -2.3973, -2.9739], [-3.2972, -0.7308, -2.5751]],
  "forces_ev_per_a": [[0.1, 0.3, -0.2], [0.1, 0.0, -0.1], [-0.3, 0.3, 0.3], [0.4, 0.1, 0.2], [0.2, -0.1, -0.1], [-0.2, 0.2, 0.3], [0.0, -0.1, 0.0], [0.1, 0.0, -0.1], [0.0, 0.0, 0.0], [0.0, 0.0, 0.0], [0.0, 0.0, 0.0], [0.1, 0.0, 0.0], [0.0, 0.1, -0.1], [0.0, 0.0, 0.0], [0.0, 0.0, 0.0], [0.0, 0.0, 0.0], [0.0, 0.0, 0.0], [0.0, 0.0, 0.0], [0.0, 0.0, 0.0], [0.0, 0.0, 0.0], [0.0, 0.0, 0.0], [0.0, 0.0, 0.0], [0.0, 0.0, 0.0], [0.0, 0.0, 0.0], [0.0, 0.0, 0.0], [0.0, 0.0, 0.0], [0.0, 0.0, 0.0], [0.0, 0.0, 0.0], [0.0, 0.0, 0.0], [0.0, 0.0, 0.0], [0.0, 0.0, 0.1], [0.2, 0.2, -0.1], [-0.1, -0.1, 0.1], [-0.1, 0.0, 0.0], [0.1, 0.0, 0.0], [-0.1, 0.1, 0.0], [-0.4, -0.4, -0.3], [-0.2, 0.1, 0.1], [0.0, 0.1, 0.0], [0.0, 0.0, 0.0], [0.0, 0.0, 0.0], [0.0, 0.0, 0.0], [0.0, 0.0, 0.0], [-0.1, 0.0, 0.0], [0.0, 0.0, 0.0], [0.0, 0.0, 0.0], [-0.2, 0.0, -0.1], [0.0, -0.3, 0.0], [0.5, -0.1, 0.1], [0.0, 0.0, 0.0], [0.0, 0.0, 0.0], [0.0, 0.0, 0.0], [0.0, 0.0, 0.0], [0.1, 0.0, -0.2]],
  "charge": 2,
  "spin_multiplicity": 1,
  "relative_energy_ev": 0.000,
  "energy_ev": -56918.760
}